The following is a quantum chemistry calculation of C6H15NO in the gas phase at a distorted geometry, from OMol25.

XYZ file:
```
23
Properties=species:S:1:pos:R:3:nbo_charge:R:1
C 2.323 -0.892 0.114 -0.61
C 0.821 -0.442 0.641 -0.21
C 0.066 -1.746 0.871 -0.62
C 0.266 0.519 -0.389 -0.05
N 0.921 1.806 -0.428 -0.88
C -1.378 0.762 0.027 0.11
C -2.331 -0.013 -0.864 -0.64
O -1.672 2.157 -0.126 -0.75
H 2.963 -0.038 -0.115 0.20
H 2.800 -1.450 0.925 0.21
H 2.253 -1.536 -0.767 0.20
H 0.961 0.076 1.594 0.20
H 0.642 -2.422 1.510 0.22
H -0.150 -2.251 -0.075 0.21
H -0.878 -1.571 1.395 0.21
H 0.320 0.080 -1.390 0.18
H 0.628 2.629 0.095 0.38
H 1.870 1.786 -0.049 0.37
H -1.608 0.560 1.080 0.17
H -2.088 0.147 -1.921 0.21
H -2.311 -1.082 -0.650 0.21
H -3.366 0.334 -0.732 0.22
H -1.052 2.589 -0.745 0.48
```

Calculated values
spin multiplicity = 1
SMILES = CC(C)[C@H](N)[C@H](C)O
E = -367.568095 hartree
net charge = 0

The following is a quantum chemistry calculation of 2 unconnected molecules or ions with the total composition C6H15NO at a distorted geometry, from OMol25.

XYZ file:
```
23
Properties=species:S:1:pos:R:3:nbo_charge:R:1
C 2.227 -0.779 0.935 -0.72
C 1.772 -2.198 1.129 0.67
N 0.434 -2.368 1.351 -0.84
O 2.528 -3.146 1.188 -0.61
H 1.778 -0.355 0.037 0.23
H 3.304 -0.705 0.994 0.25
H 1.793 -0.116 1.685 0.23
H 0.138 -3.319 1.500 0.41
H -0.213 -1.624 1.144 0.39
C 0.142 2.031 -0.566 -0.62
C -0.846 0.852 -0.451 -0.20
C -2.231 1.259 0.058 -0.61
C -0.953 0.020 -1.750 -0.62
H 0.721 2.140 0.353 0.21
H -0.280 2.945 -0.970 0.21
H 0.829 1.679 -1.339 0.21
H -0.414 0.147 0.261 0.16
H -2.747 1.836 -0.714 0.21
H -2.790 0.379 0.383 0.20
H -2.134 1.874 0.956 0.21
H -0.981 0.621 -2.663 0.21
H -0.144 -0.712 -1.775 0.21
H -1.931 -0.459 -1.745 0.21
```

Calculated values
spin multiplicity = 1
SMILES = CC(N)=O.CC(C)C
E = -367.611784 hartree
net charge = 0

The following is a quantum chemistry calculation of 2 unconnected molecules or ions with the total composition C6H15NO at a distorted geometry, from OMol25.

XYZ file:
```
23
Properties=species:S:1:pos:R:3:nbo_charge:R:1
C -1.188 0.048 -2.156 -0.38
C -0.529 -1.096 -2.138 -0.18
C 0.796 -1.243 -1.521 -0.47
C 0.905 -1.617 -0.029 -0.40
C -0.189 -0.932 0.753 -0.44
C 0.052 0.588 1.037 -0.22
N 0.352 0.928 2.386 -0.88
H -2.284 0.153 -2.566 0.20
H -0.888 0.904 -1.717 0.18
H -0.901 -2.024 -2.660 0.20
H 1.343 -1.893 -2.225 0.22
H 1.448 -0.337 -1.818 0.21
H 1.837 -1.405 0.471 0.21
H 0.848 -2.782 -0.115 0.21
H -1.218 -1.105 0.389 0.22
H -0.063 -1.257 1.814 0.20
H 0.943 0.861 0.276 0.19
H -0.954 1.097 0.651 0.19
H -0.524 0.784 2.939 0.37
H 1.181 0.480 2.863 0.38
O -0.294 3.671 1.123 -0.96
H -0.817 3.191 0.528 0.46
H 0.144 2.984 1.714 0.49
```

Calculated values
spin multiplicity = 1
SMILES = C=CCCCCN.O
E = -367.510063 hartree
net charge = 0

The following is a quantum chemistry calculation of 2 unconnected molecules or ions with the total composition C6H15NO at a distorted geometry, from OMol25.

XYZ file:
```
23
Properties=species:S:1:pos:R:3:nbo_charge:R:1
C -1.138 2.057 0.366 -0.62
C -1.890 1.147 1.321 -0.51
C -2.106 -0.214 0.685 0.69
N -2.317 -1.257 1.570 -0.84
O -2.163 -0.472 -0.488 -0.61
H -1.329 1.830 -0.681 0.24
H -0.050 2.045 0.433 0.21
H -1.464 3.092 0.498 0.21
H -1.452 1.014 2.302 0.22
H -2.919 1.520 1.353 0.24
H -2.374 -2.178 1.172 0.39
H -1.896 -1.307 2.474 0.38
C 1.611 -0.911 0.338 -0.62
C 2.240 -1.110 -1.032 -0.40
C 1.837 -0.172 -2.224 -0.61
H 2.046 -1.672 0.973 0.22
H 0.557 -0.656 0.375 0.21
H 2.089 0.017 0.699 0.20
H 3.311 -0.930 -0.976 0.20
H 2.093 -2.094 -1.484 0.19
H 1.773 -0.726 -3.161 0.21
H 0.922 0.410 -2.094 0.21
H 2.619 0.567 -2.420 0.20
```

Calculated values
spin multiplicity = 1
SMILES = CCC(N)=O.CCC
E = -367.597009 hartree
net charge = 0

The following is a quantum chemistry calculation of 2 unconnected molecules or ions with the total composition C6H15NO at a distorted geometry, from OMol25.

XYZ file:
```
23
Properties=species:S:1:pos:R:3:nbo_charge:R:1
C -0.259 0.603 -0.071 0.42
C 0.741 -0.420 0.461 -0.37
C -0.877 1.564 0.928 -0.64
C -1.685 -0.810 -1.860 -0.41
C 2.040 -0.467 -0.328 -0.62
C 1.032 -0.434 1.952 -0.61
N -1.372 -0.432 -0.487 -0.70
O 0.049 1.373 -1.208 -0.72
H 0.659 0.891 -1.777 0.48
H -2.168 -0.416 0.141 0.38
H -0.309 -1.263 -0.065 0.34
H -0.101 2.246 1.270 0.23
H -1.319 1.056 1.783 0.21
H -1.691 2.112 0.451 0.22
H -2.117 -1.815 -1.878 0.21
H -0.792 -0.861 -2.479 0.20
H -2.378 -0.081 -2.280 0.19
H 1.897 -0.577 -1.406 0.18
H 1.578 0.463 2.284 0.19
H 2.661 0.428 -0.143 0.19
H 2.635 -1.335 -0.041 0.22
H 0.123 -0.530 2.548 0.20
H 1.652 -1.296 2.204 0.21
```

Calculated values
spin multiplicity = 1
E = -367.495089 hartree
net charge = 0

The following is a quantum chemistry calculation of 2 unconnected molecules or ions with the total composition C6H15NO at a distorted geometry, from OMol25.

XYZ file:
```
23
Properties=species:S:1:pos:R:3:nbo_charge:R:1
C 2.449 1.585 -0.105 -0.61
C 1.967 0.653 -1.210 -0.43
C 0.648 0.031 -0.831 -0.06
C -0.559 0.956 -0.936 -0.64
C 0.468 -1.206 -0.357 0.18
C -0.819 -1.755 0.151 -0.66
N 1.577 -2.029 0.046 -0.85
H 1.651 2.020 0.507 0.21
H 3.066 2.417 -0.431 0.21
H 3.029 1.068 0.646 0.21
H 1.862 1.092 -2.200 0.21
H 2.730 -0.098 -1.398 0.20
H -1.024 1.056 0.031 0.21
H -0.237 1.923 -1.312 0.21
H -1.306 0.678 -1.671 0.22
H -1.673 -1.282 -0.340 0.22
H -1.009 -2.808 -0.087 0.23
H -0.851 -1.620 1.236 0.21
H 1.648 -2.274 1.024 0.37
H 2.458 -1.649 -0.258 0.36
O -4.534 1.103 2.361 -0.93
H -5.106 1.089 3.145 0.47
H -4.491 2.043 2.134 0.47
```

Calculated values
spin multiplicity = 1
SMILES = CC/C(C)=C(/C)N.O
E = -367.571956 hartree
net charge = 0

Number 1: orbital gap 10.48 eV. Number 2: orbital gap 10.58 eV. Number 3: orbital gap 10.37 eV. Number 4: orbital gap 10.75 eV. Number 5: orbital gap 7.93 eV. Number 6: orbital gap 8.49 eV.